# C38H99CdN6O15

C38H99CdN6O15 as an isolated structure at a distorted geometry (ωB97M-V/def2-TZVPD, the Open Molecules 2025 dataset).

Geometry as XYZ:
```
159
Properties=species:S:1:pos:R:3
Cd 7.86616 -15.27732 16.98444
C 8.32157 -16.85235 13.20083
C 9.23296 -16.29992 14.26051
O 8.62716 -15.37999 15.12107
H 7.36358 -17.20224 13.60748
H 8.78369 -17.75670 12.79153
H 8.01496 -16.22927 12.35876
H 10.17044 -15.93601 13.82118
H 9.57661 -17.16798 14.85110
O 9.32945 -12.48601 15.34986
H 9.07841 -13.33620 14.93862
H 8.98500 -12.52964 16.24632
O 7.55813 -17.42001 17.14627
H 6.83623 -17.88675 17.58971
H 7.84530 -18.00847 16.39431
C -1.11074 -16.67329 12.03728
O -1.06508 -15.57326 12.91265
C -0.63575 -15.82784 14.22804
C 0.81147 -15.44041 14.42321
N 1.72583 -16.47558 13.93284
C 3.10885 -16.17812 14.23325
C 4.04711 -16.96438 13.33786
O 3.71909 -18.34155 13.35907
C 4.21930 -19.02013 14.48487
H -1.74335 -17.48593 12.41451
H -0.11130 -17.06857 11.81575
H -1.54993 -16.34076 11.09808
H -0.78380 -16.87162 14.52304
H -1.28663 -15.21588 14.85642
H 1.06008 -15.17806 15.45710
H 1.03587 -14.50041 13.88225
H 1.57799 -16.67700 12.95536
H 3.31226 -16.31154 15.30058
H 3.29701 -15.10892 14.01411
H 5.11193 -16.75664 13.50192
H 3.87836 -16.67534 12.29499
H 4.18532 -20.09098 14.25850
H 3.55539 -18.87640 15.34373
H 5.28058 -18.80113 14.65438
C 8.29698 -19.94368 14.65217
O 8.39398 -19.71348 16.05187
C 8.77720 -20.90480 16.71701
C 8.28153 -20.99156 18.14978
N 8.53331 -19.86006 19.03580
C 9.88737 -19.41282 19.27224
C 9.78506 -18.40224 20.37208
O 8.98368 -17.31773 19.95203
C 8.80991 -16.34661 20.94657
H 9.27355 -20.14005 14.19770
H 7.86561 -19.06992 14.16471
H 7.63656 -20.78015 14.40291
H 9.85708 -21.08009 16.63172
H 8.34562 -21.78328 16.21872
H 8.77113 -21.83532 18.64173
H 7.20027 -21.13662 18.14315
H 7.93227 -19.10164 18.76165
H 10.32818 -19.02495 18.34683
H 10.48046 -20.25184 19.64227
H 10.82706 -18.05307 20.52507
H 9.50257 -18.78663 21.35470
H 7.91619 -15.76889 20.67493
H 9.66429 -15.67522 20.97127
H 8.61225 -16.72375 21.95560
C 5.26242 -13.89386 11.82388
O 4.83121 -13.22413 13.00013
C 5.82928 -12.87030 13.87168
C 5.20950 -12.16775 15.08138
N 4.33431 -13.13355 15.79788
C 3.83885 -12.59203 17.09661
C 2.67919 -11.64075 16.93866
O 1.58376 -12.36051 16.45012
C 0.44153 -11.55317 16.30540
H 6.06754 -13.40226 11.26596
H 4.41926 -14.20314 11.21940
H 5.75910 -14.80910 12.20567
H 6.50638 -12.07625 13.51194
H 6.44413 -13.66155 14.32717
H 4.62462 -11.31438 14.71550
H 5.99203 -11.81881 15.75979
H 3.49628 -13.14183 15.21405
H 4.66888 -12.15463 17.66045
H 3.56064 -13.46844 17.69151
H 2.94402 -10.82529 16.25132
H 2.44342 -11.17973 17.90956
H 0.52968 -10.80807 15.50666
H 0.23234 -10.99734 17.23021
H -0.40824 -12.20356 16.11665
C 8.97249 -13.39240 11.69810
O 8.74756 -12.39354 10.77191
C 8.95459 -11.08898 11.27778
C 8.92901 -10.09440 10.14652
N 9.96313 -10.39040 9.17291
C 9.83034 -9.67718 7.92770
C 10.93058 -10.04335 6.95320
O 10.60862 -11.31240 6.38887
C 11.57961 -11.78588 5.49028
H 8.47546 -14.30488 11.35026
H 8.57926 -13.26850 12.71543
H 10.03456 -13.66719 11.76836
H 9.92571 -11.01898 11.79129
H 8.19835 -10.85049 12.03881
H 9.15673 -9.12534 10.61038
H 7.90827 -10.01882 9.73549
H 9.97416 -11.39072 8.99870
H 9.93002 -8.59689 8.09449
H 8.85541 -9.78618 7.42385
H 11.86958 -10.12199 7.50934
H 10.88232 -9.31733 6.13070
H 11.43566 -11.28255 4.52424
H 11.41042 -12.84652 5.31828
H 12.59538 -11.62210 5.85998
C 11.83468 -19.08119 15.18099
O 12.60808 -18.31029 16.06341
C 12.11958 -16.98596 16.17876
C 12.92270 -16.31140 17.26813
N 12.30102 -15.08178 17.69068
C 13.06776 -14.43189 18.75291
C 12.38640 -13.14749 19.16602
O 12.65430 -12.19950 18.17474
C 11.74064 -11.14161 18.13243
H 12.22618 -20.09932 15.19145
H 11.92216 -18.73269 14.14326
H 10.78383 -19.11024 15.49120
H 11.04731 -16.92763 16.43284
H 12.21990 -16.49104 15.20028
H 13.95133 -16.13805 16.91685
H 13.04121 -16.99834 18.10712
H 12.29658 -14.37447 16.95734
H 14.08988 -14.16880 18.45557
H 13.09732 -15.10550 19.61340
H 12.75960 -12.81816 20.14713
H 11.31222 -13.33498 19.30881
H 12.11495 -10.32950 17.52363
H 11.55910 -10.75825 19.14979
H 10.75393 -11.50078 17.80665
C 5.22107 -24.21428 10.98545
O 5.71520 -22.89490 11.13377
C 4.77583 -21.91113 10.72599
C 5.35389 -20.55453 11.06312
N 6.33254 -20.16030 10.06402
C 7.20656 -19.10055 10.55056
C 8.42102 -18.98985 9.65490
O 9.00492 -20.26834 9.49662
C 10.13803 -20.22361 8.68301
H 4.37003 -24.33991 11.66925
H 6.00385 -24.90706 11.29244
H 4.93518 -24.48768 9.96482
H 3.83053 -22.05643 11.27259
H 4.55511 -21.97789 9.65371
H 5.81755 -20.62529 12.06251
H 4.54452 -19.82730 11.15308
H 6.89566 -20.98363 9.86714
H 7.49593 -19.27035 11.60135
H 6.65380 -18.16192 10.44005
H 9.18186 -18.34525 10.11595
H 8.06689 -18.59796 8.69283
H 10.65908 -21.17658 8.76583
H 10.81755 -19.41319 8.96248
H 9.85043 -20.13717 7.62791
```

For the HOMO-LUMO gap, the calculation gives 0.1393 hartree. The value obtained for the HOMO energy is -0.372 hartree. The calculation puts the lowest unoccupied orbital energy at -0.23253 hartree. For the total energy, the calculation gives -85212.2622 eV. As for the net charge: +1. The energy above the lowest of the compared OMol25 structures with the same formula, charge and spin comes out at 0.0 kJ/mol.